# 1
118
Properties=species:S:1:pos:R:3:forces:R:3 method="wB97M-V/def2-TZVPD" e_homo_ev="-0.45 / -1.53" homo_lumo_gap_ev="4.4 / 5.5" lumo_energy_ha="0.144 / 0.144" energy_ha=-5226.79782 multiplicity=4 charge=-2
V 0.14266 1.99146 -1.15744 1.28 -0.03 -2.44
C -0.88334 -1.39794 -4.19454 -0.08 0.17 -0.16
N 0.34146 -1.68594 -3.47914 -0.01 0.40 0.31
C 0.41296 -3.06874 -3.08784 0.05 -0.08 0.18
C 0.53346 -0.73934 -2.39674 0.63 -0.53 -1.19
O 0.17666 0.48246 -2.68624 0.21 0.41 0.37
C 1.94786 -0.86794 -1.84114 0.44 -0.54 -0.07
O 1.99236 -0.30924 -0.54894 0.60 0.31 0.29
C 3.17996 0.38046 -0.24484 -0.28 -0.37 0.23
C 3.30876 1.54316 -1.20404 -0.01 0.19 -1.11
O 2.28716 2.08976 -1.62204 1.74 -0.49 0.25
N 4.56166 1.77396 -1.79164 -1.20 0.34 0.62
C 4.59756 2.79436 -2.81074 -0.13 0.16 -0.32
C 5.77436 1.69866 -1.01514 0.17 -0.20 0.14
H -0.90684 -1.97114 -5.12314 -0.02 -0.07 0.01
H -1.76664 -1.63704 -3.58084 0.01 0.06 -0.07
H -0.89254 -0.33324 -4.41534 -0.18 -0.07 -0.06
H 0.13296 -3.69204 -3.93604 -0.08 -0.09 0.02
H 1.42736 -3.33714 -2.79874 -0.01 -0.14 0.04
H -0.26054 -3.26584 -2.22884 0.04 -0.13 -0.18
H 2.26996 -1.91804 -1.78454 -0.02 0.21 0.02
H 2.62766 -0.33494 -2.52364 -0.22 -0.07 -0.03
H 3.03846 0.73936 0.77866 0.31 0.05 -0.12
H 4.04466 -0.29774 -0.29934 -0.06 0.17 0.02
H 3.61706 2.83196 -3.27834 0.06 0.13 -0.08
H 4.83426 3.78246 -2.39904 -0.06 -0.03 0.00
H 5.34986 2.53326 -3.55964 0.02 0.00 0.05
H 5.73226 0.86926 -0.31504 0.06 -0.03 0.06
H 6.60966 1.53646 -1.70294 0.00 -0.01 0.13
H 5.96356 2.62146 -0.44814 -0.06 -0.07 -0.09
C 2.98706 1.44106 3.68176 -0.37 0.03 -0.11
Si 1.24866 1.09936 2.80616 -0.16 -0.30 0.93
C 1.58236 -0.82104 2.74536 -0.37 0.52 -0.25
C 0.05866 1.55176 4.24266 0.41 -0.23 -0.49
N 1.29386 2.42266 1.47656 0.46 -0.49 0.62
C 1.58226 3.77026 1.35486 0.18 0.76 0.08
C 2.23176 4.40756 2.40416 0.01 -0.10 -0.02
C 2.36426 5.78466 2.47706 0.17 0.23 0.17
C 1.81376 6.55696 1.47186 0.08 0.26 0.03
C 1.21196 5.94386 0.39136 0.02 0.05 0.10
C 1.11296 4.54806 0.24836 0.08 0.10 -0.08
N 0.59396 3.99096 -0.87124 0.23 0.19 -0.59
Si 0.56136 4.79356 -2.38104 0.02 1.06 -0.64
C -0.79464 6.16116 -2.59094 0.42 -0.47 0.21
C 0.37376 3.59896 -3.86614 -0.13 0.16 0.68
C 2.17446 5.78926 -2.78974 -0.40 -0.36 0.30
H 3.36146 0.51186 4.10556 0.01 -0.25 0.06
H 2.87936 2.12866 4.51796 0.01 0.28 0.13
H 3.77366 1.82906 3.03716 0.11 0.14 -0.21
H 1.60606 -1.24144 3.74626 0.07 0.02 0.38
H 2.53776 -1.05544 2.28616 0.30 -0.03 -0.15
H 0.81116 -1.33514 2.17896 -0.10 -0.10 -0.13
H 0.34546 1.00746 5.13736 0.07 -0.11 0.29
H -0.97134 1.30856 4.00316 -0.17 -0.06 -0.08
H 0.11136 2.61396 4.46156 0.07 0.27 0.03
H 2.61186 3.80146 3.20776 -0.01 -0.10 0.14
H 2.85826 6.23816 3.32996 -0.02 -0.01 -0.02
H 1.83886 7.64046 1.52806 0.04 0.01 -0.01
H 0.77346 6.54856 -0.38794 -0.07 0.13 -0.04
H -1.68374 5.92136 -2.01964 -0.19 -0.15 0.11
H -1.08584 6.27776 -3.63204 0.01 -0.04 -0.26
H -0.43144 7.12626 -2.24364 0.12 0.18 0.07
H -0.62624 3.64386 -4.28934 -0.12 -0.03 0.04
H 0.54986 2.56996 -3.55954 0.04 -0.21 -0.28
H 1.08436 3.83886 -4.65654 0.19 0.11 0.03
H 2.54036 6.30296 -1.90744 0.12 0.13 0.20
H 1.98336 6.54116 -3.55264 -0.16 0.10 -0.18
H 2.97426 5.15256 -3.15354 0.14 -0.22 -0.07
O -0.07064 0.83466 1.51176 0.15 0.05 0.71
C 0.34766 1.79916 0.74256 -0.35 -0.53 1.50
C -1.69114 -1.99774 4.09576 -0.04 -0.25 -0.71
Si -2.82024 -2.28274 2.56786 -0.74 0.37 1.15
C -3.80924 -0.64794 2.49566 0.41 -0.45 -0.39
C -4.14344 -3.54954 3.20276 0.60 0.16 -0.53
Si -1.74914 -2.98784 0.51626 -0.37 -0.67 0.52
Te -0.81544 -0.89344 -0.60834 -1.32 -1.91 0.65
Si -0.43084 -4.87844 1.25476 1.09 -0.89 0.26
C -1.31924 -6.41704 2.02556 -0.18 0.80 -0.35
C 0.57006 -5.64304 -0.20874 -0.49 0.47 0.26
C 0.92056 -4.51564 2.57996 -0.54 0.25 -0.48
Si -3.61934 -4.02074 -0.62354 -0.98 -0.16 -0.98
C -4.45074 -5.69944 -0.10934 0.67 0.53 0.25
C -3.21694 -4.33324 -2.48284 0.17 0.26 0.68
C -5.10074 -2.79424 -0.64274 0.68 -0.18 0.14
H -2.24964 -1.63744 4.95756 -0.31 0.04 -0.02
H -0.95044 -1.24574 3.85316 0.25 0.19 -0.04
H -1.16434 -2.89684 4.39726 0.15 -0.22 0.06
H -4.48414 -0.50544 3.33826 0.01 -0.28 0.24
H -4.39674 -0.57864 1.58676 -0.13 0.08 -0.23
H -3.11094 0.18006 2.48836 0.14 0.20 -0.04
H -4.54434 -3.27264 4.17496 0.08 0.24 0.16
H -3.72524 -4.54524 3.28746 0.12 -0.37 0.04
H -4.97534 -3.60784 2.51046 -0.25 -0.03 -0.22
H -2.15974 -6.71774 1.41396 -0.31 -0.15 -0.18
H -1.71194 -6.17024 3.00546 -0.13 0.10 0.29
H -0.66904 -7.28104 2.14176 0.34 0.04 -0.09
H -0.09914 -5.95784 -1.00264 -0.19 -0.09 -0.25
H 1.17846 -6.49954 0.06926 0.03 -0.15 0.29
H 1.23166 -4.89554 -0.63144 0.17 0.25 -0.13
H 0.46916 -4.13554 3.48956 -0.10 0.12 0.23
H 1.60176 -3.75064 2.22836 0.18 0.28 -0.09
H 1.51486 -5.38694 2.84676 -0.07 -0.32 -0.14
H -3.81684 -6.54284 -0.36774 0.17 -0.18 -0.04
H -5.41674 -5.85624 -0.58654 -0.07 0.24 -0.20
H -4.60494 -5.72464 0.96336 -0.09 -0.09 0.33
H -2.42264 -5.06504 -2.59264 0.23 -0.19 -0.01
H -2.86574 -3.41024 -2.92844 0.12 0.24 -0.13
H -4.06604 -4.67694 -3.06684 -0.32 -0.09 0.09
H -5.52124 -2.68724 0.35166 -0.10 0.05 0.28
H -5.90884 -3.08044 -1.31224 0.00 -0.26 -0.17
H -4.74664 -1.81604 -0.95034 0.08 0.30 -0.06
F -2.07954 2.42006 -2.68414 -0.34 0.02 -0.65
C -1.82504 2.39206 -1.30454 -1.65 0.60 -0.09
F -2.06004 3.72216 -0.92884 -0.36 0.25 0.21
C -3.04244 1.68846 -0.73254 -0.83 -0.25 0.23
F -3.38824 0.57376 -1.40374 0.01 0.05 -0.18
F -4.18614 2.42916 -0.71614 0.02 0.27 -0.14
F -2.83784 1.34406 0.54396 0.07 0.09 0.18

---

# 2
113
Properties=species:S:1:pos:R:3:forces:R:3 method="wB97M-V/def2-TZVPD" e_homo_ev=-12.33 homo_lumo_gap_ev=7.6 lumo_energy_ha=-0.174 energy_ha=-9327.76928 multiplicity=1 charge=+2
Ca -0.16575 -0.01364 0.56513 -0.21 -0.69 0.55
C 1.45178 -2.44947 -1.47009 -0.01 0.03 0.01
O 0.81211 -2.15284 -0.23496 0.11 0.00 0.02
C 1.14655 -3.12890 0.75015 0.01 0.03 -0.08
C 0.42068 -2.79551 2.01831 -0.02 -0.02 0.04
O 0.81277 -1.48168 2.41539 -0.03 -0.18 -0.10
C 0.51173 -1.21205 3.78170 -0.01 0.00 -0.05
C 1.10109 0.12539 4.12505 -0.04 -0.04 0.02
O 0.64037 1.07015 3.17401 0.00 0.06 -0.02
C 0.80042 2.39688 3.66462 0.01 -0.02 0.06
H 1.30038 -3.49940 -1.72614 0.05 0.05 0.02
H 2.52414 -2.24418 -1.41088 0.01 0.00 0.00
H 0.99706 -1.83166 -2.24008 0.02 0.01 0.00
H 2.23039 -3.12504 0.90772 0.00 -0.02 0.03
H 0.83720 -4.11817 0.39839 -0.01 0.00 0.01
H 0.67492 -3.52356 2.79330 0.06 0.01 0.00
H -0.65958 -2.82817 1.84005 0.00 0.00 0.03
H 0.94757 -1.98727 4.41859 0.01 0.01 0.00
H -0.57328 -1.20627 3.92775 0.00 0.02 0.00
H 2.19561 0.08810 4.11457 0.01 -0.01 -0.01
H 0.78069 0.40377 5.13472 -0.01 0.01 -0.01
H 1.82848 2.56706 3.99580 0.00 0.00 0.01
H 0.12525 2.57576 4.50610 0.00 0.00 0.00
H 0.57199 3.08701 2.85993 -0.03 0.03 -0.05
N -2.19550 -0.53033 1.92198 -0.10 0.39 -0.05
C -2.56751 0.56664 2.75005 -0.03 -0.08 0.03
C -3.26602 0.40772 3.91377 -0.04 0.05 0.02
C -3.66496 1.52461 4.68235 0.00 -0.05 0.00
C -3.39562 2.79106 4.25726 0.02 0.01 -0.04
C -2.65480 2.98826 3.06563 -0.01 0.07 0.05
C -2.33999 4.27585 2.56671 -0.03 -0.01 0.04
C -1.58733 4.39715 1.43678 0.04 -0.03 -0.04
C -1.10116 3.22425 0.82547 0.05 0.03 -0.01
N -1.36944 2.01168 1.24821 -0.24 0.20 0.10
C -2.18992 1.87602 2.33666 0.07 -0.05 -0.06
H -2.59523 -1.39785 2.25544 0.10 -0.04 0.07
H -2.56353 -0.36174 0.97521 -0.21 -0.07 0.11
H -3.54944 -0.58798 4.23594 -0.01 0.00 0.01
H -4.21930 1.36255 5.59671 0.00 0.00 0.00
H -3.73521 3.65242 4.81735 0.00 0.00 0.00
H -2.70351 5.15082 3.09173 0.00 0.00 0.01
H -1.33355 5.36248 1.02210 0.00 0.00 0.00
H -0.45087 3.30139 -0.04037 0.00 0.00 0.02
C 2.97188 2.60743 0.97847 0.02 -0.03 0.05
As 2.63499 0.79013 0.33424 0.36 0.38 -0.23
C 4.05244 -0.10720 1.31792 0.01 -0.04 0.00
C 3.57430 0.82634 -1.40138 0.08 0.01 0.05
C 3.01464 1.56930 -2.62291 0.01 0.06 -0.04
C 4.01238 1.36090 -3.77327 0.03 0.02 0.01
C 1.68355 0.98247 -3.13465 0.02 0.06 -0.08
As 0.00258 1.19665 -2.13313 0.14 -0.04 -0.35
C -0.60945 2.92684 -2.78153 -0.06 0.00 -0.01
C -1.09324 0.08901 -3.31144 0.04 0.03 -0.01
C 2.82423 3.06673 -2.34528 -0.06 -0.01 0.04
As 4.25027 4.40305 -1.92095 -0.01 0.05 -0.05
C 5.86301 3.41931 -1.37458 0.03 0.00 0.01
C 4.83511 4.78032 -3.75113 0.02 -0.02 0.00
H 3.89041 3.00327 0.55033 -0.03 -0.01 0.04
H 3.07976 2.57110 2.06132 0.00 -0.01 -0.01
H 2.15177 3.28134 0.73505 0.00 -0.01 -0.01
H 5.00921 0.36042 1.08713 0.01 -0.02 0.02
H 4.09313 -1.16195 1.05010 0.01 0.00 -0.01
H 3.85951 -0.02649 2.38598 0.00 -0.01 0.01
H 3.75532 -0.22010 -1.66546 -0.05 -0.03 0.01
H 4.55000 1.24987 -1.15804 0.01 -0.05 -0.04
H 4.08633 0.30264 -4.03297 -0.01 0.00 0.00
H 5.00962 1.70907 -3.51104 -0.01 -0.01 0.02
H 3.69151 1.90464 -4.66363 0.00 0.00 0.00
H 1.80277 -0.08999 -3.31047 0.00 -0.03 0.04
H 1.47006 1.42367 -4.11308 0.03 -0.02 -0.02
H -0.53451 2.93831 -3.86862 -0.01 0.04 0.00
H -0.01615 3.74119 -2.37354 0.01 0.01 0.00
H -1.65185 3.06000 -2.49281 0.00 0.00 0.00
H -0.78520 0.23958 -4.34592 -0.03 -0.02 -0.01
H -2.13163 0.38539 -3.18402 -0.01 0.00 -0.02
H -1.00025 -0.96322 -3.04591 0.01 0.03 -0.02
H 2.09865 3.19032 -1.53485 -0.02 -0.04 0.01
H 2.35964 3.51764 -3.22921 -0.02 0.02 0.01
H 5.78867 3.05479 -0.35074 0.03 -0.01 -0.02
H 6.65882 4.16486 -1.39395 0.01 -0.01 0.00
H 6.14623 2.60424 -2.03674 0.00 0.00 -0.01
H 4.00531 5.20562 -4.31418 0.00 0.00 0.00
H 5.20410 3.89152 -4.25993 0.00 0.03 -0.01
H 5.63135 5.52220 -3.71000 0.00 0.00 0.00
N -4.70798 -0.35128 -1.79293 -0.02 0.02 -0.03
C -4.11455 0.45769 -0.88872 0.07 -0.07 -0.06
N -4.90321 1.33999 -0.22977 0.01 0.01 -0.02
O -2.89979 0.36975 -0.65098 0.03 0.01 0.02
H -5.67674 -0.27927 -2.04771 0.00 0.00 0.01
H -4.13093 -1.03220 -2.25442 0.02 -0.02 0.02
H -5.86018 1.50543 -0.48730 -0.01 -0.01 0.01
H -4.44724 2.01569 0.35818 0.00 0.01 0.00
C -1.25196 -4.11150 -2.52758 0.03 -0.03 -0.03
N -1.49369 -4.68273 -1.21632 -0.10 -0.01 0.02
C -1.09797 -6.06959 -1.05445 0.00 -0.02 -0.02
C -2.34771 -4.03814 -0.34624 0.13 0.04 -0.02
N -2.26157 -2.74942 -0.21010 -0.19 0.13 -0.06
N -3.19677 -4.84187 0.37703 0.09 -0.07 0.07
C -3.80903 -4.32087 1.57934 -0.02 0.03 -0.01
C -3.94118 -5.92083 -0.26242 -0.05 0.01 -0.02
H -1.93733 -4.52669 -3.27582 0.00 -0.01 0.01
H -0.23639 -4.33962 -2.85473 -0.06 -0.01 -0.01
H -1.37805 -3.03427 -2.48154 -0.02 -0.02 0.01
H -0.02103 -6.15785 -1.21868 0.00 0.00 -0.01
H -1.59307 -6.73731 -1.76604 0.00 0.00 0.00
H -1.32106 -6.40833 -0.04617 0.01 0.00 0.00
H -3.10424 -2.41334 0.25025 0.01 -0.04 0.00
H -4.69071 -3.69970 1.37381 0.00 0.01 0.00
H -3.08196 -3.73438 2.14200 0.00 -0.01 0.01
H -4.12700 -5.15372 2.20567 -0.01 0.00 -0.01
H -3.62991 -6.03679 -1.29584 -0.01 0.00 0.00
H -5.00802 -5.68285 -0.26132 0.00 0.00 0.00
H -3.79968 -6.86854 0.25949 0.00 0.00 0.00

---

Q: The lowest charge belongs to which entry?
A: C32H65F5N4O4Si6TeV

---

Q: The lowest charge belongs to which entry?
A: C32H65F5N4O4Si6TeV

---

Q: What is the charge in the second record?
A: +2